Formula: C2H4P2
Source: the Open Molecules 2025 dataset
Level of theory: ωB97M-V/def2-TZVPD

```
! RIJCOSX wB97M-V def2-TZVPD def2/J DEFGRID3
* xyz 0 1
C 1.08 -1.39 0.05
P 1.93 0.09 0.10
P -0.59 -0.75 0.38
C 0.06 0.99 0.61
H 1.42 -2.45 -0.07
H -1.13 -0.78 -0.95
H 0.40 1.25 1.65
H -0.34 1.84 0.07
*
```

Properties
- ΔE to the lowest compared entry with this formula, charge and spin: 105.6 kJ/mol
- LUMO: 0.00 eV
- Frontier orbital gap: 7.815 eV
- Structure (SMILES): C1=P2=[P@@H]1C2

Mulliken atomic charge list, values in e, 4 entries: number 1, C, carries -0.176; number 2, P, carries -0.039; number 3, P, carries -0.123; number 4, C, carries -0.706

---

Formula: C2H4P2
Source: the Open Molecules 2025 dataset
Level of theory: ωB97M-V/def2-TZVPD

```
! RIJCOSX wB97M-V def2-TZVPD def2/J DEFGRID3
* xyz 0 1
C -0.85 -1.28 -0.25
C -0.35 0.93 0.46
P 0.63 -0.69 0.56
P -2.07 -0.09 0.15
H -1.23 -2.22 -0.55
H -0.41 1.38 1.44
H -0.20 1.36 -0.50
H 1.70 -0.70 -0.37
*
```

Properties
- ΔE to the lowest compared entry with this formula, charge and spin: 100.7 kJ/mol
- LUMO: -0.08 eV
- Frontier orbital gap: 8.392 eV

Mulliken atomic charge list, values in e, 4 entries: number 1, C, carries -0.249; number 2, C, carries -0.802; number 3, P, carries -0.065; number 4, P, carries 0.005

---

Formula: C2H4P2
Source: the Open Molecules 2025 dataset
Level of theory: ωB97M-V/def2-TZVPD

```
! RIJCOSX wB97M-V def2-TZVPD def2/J DEFGRID3
* xyz 0 1
P -1.02 -0.93 0.04
C -0.20 0.39 -0.85
P 1.83 -0.25 -0.04
C 0.20 0.33 0.64
H -2.22 -0.07 0.58
H -0.24 1.07 -1.66
H 1.41 -1.50 -0.19
H 0.23 0.96 1.49
*
```

Properties
- ΔE to the lowest compared entry with this formula, charge and spin: 228.7 kJ/mol
- LUMO: 0.03 eV
- Frontier orbital gap: 8.709 eV
- Structure (SMILES): P1[C@H]2P[C@@H]12

Mulliken atomic charge list, values in e, 4 entries: number 1, P, carries -0.120; number 2, C, carries -0.563; number 3, P, carries 0.017; number 4, C, carries -0.274

---

Formula: C2H4P2
Source: the Open Molecules 2025 dataset
Level of theory: ωB97M-V/def2-TZVPD

```
! RIJCOSX wB97M-V def2-TZVPD def2/J DEFGRID3
* xyz 0 1
H 1.50 -0.06 -2.89
P 0.46 -0.96 -2.75
C -0.16 -0.60 -1.06
P -0.06 0.81 0.25
C -0.25 0.68 2.05
H -0.97 -1.22 -0.74
H -0.04 1.61 2.74
H -0.48 -0.26 2.40
*
```

Properties
- ΔE to the lowest compared entry with this formula, charge and spin: 299.1 kJ/mol
- LUMO: -1.32 eV
- Frontier orbital gap: 7.415 eV
- Structure (SMILES): [H]/P=C\P=C

Mulliken atomic charge list, values in e, 4 entries: number 1, H, carries 0.020; number 2, P, carries 0.039; number 3, C, carries -0.407; number 4, P, carries 0.104

---

Formula: C2H4P2S
Source: the Open Molecules 2025 dataset
Level of theory: ωB97M-V/def2-TZVPD

```
! RIJCOSX wB97M-V def2-TZVPD def2/J DEFGRID3
* xyz 0 1
S 4.76 0.03 0.24
P 3.03 -0.66 -0.19
P 1.59 1.10 -0.18
C 0.29 0.09 0.78
C 0.02 0.20 -0.71
H -0.31 0.57 1.40
H 0.49 -0.95 1.23
H 0.20 -0.70 -1.42
H -0.69 0.96 -1.09
*
```

Properties
- ΔE to the lowest compared entry with this formula, charge and spin: 110.6 kJ/mol
- LUMO: -1.30 eV
- Frontier orbital gap: 6.970 eV
- Structure (SMILES): S=P#P1CC1

Mulliken atomic charge list, values in e, 4 entries: number 1, S, carries -0.242; number 2, P, carries 0.142; number 3, P, carries 0.034; number 4, C, carries -0.626

---

Formula: C2H4P2S
Source: the Open Molecules 2025 dataset
Level of theory: ωB97M-V/def2-TZVPD

```
! RIJCOSX wB97M-V def2-TZVPD def2/J DEFGRID3
* xyz 0 1
P -3.21 0.89 0.13
P -1.50 0.03 -0.37
C 0.22 0.63 0.17
C 1.00 -0.56 -0.19
S -0.27 -1.94 0.26
H 0.18 0.86 1.23
H 0.52 1.57 -0.42
H 1.14 -0.63 -1.19
H 1.93 -0.85 0.38
*
```

Properties
- ΔE to the lowest compared entry with this formula, charge and spin: 219.9 kJ/mol
- LUMO (alpha / beta): -1.83 / -1.83 eV
- Frontier orbital gap (alpha / beta): 6.418 / 6.418 eV
- Structure (SMILES): P#P1CCS1

Mulliken atomic charge list, values in e, 4 entries: number 1, P, carries -0.025; number 2, P, carries 0.076; number 3, C, carries -0.526; number 4, C, carries -0.550